Computed, not measured: a 8-piece molecular cluster, C40H47F22N3O17S overall in a non-equilibrium geometry, with ωB97M-V/def2-TZVPD.

The geometry in XYZ format:
```
130
Properties=species:S:1:pos:R:3:forces:R:3
C 3.700 -3.857 2.858 -0.89 -0.04 -0.31
S 3.830 -2.219 2.174 0.99 0.25 0.60
O 4.143 -1.284 3.217 -0.37 0.02 0.22
O 4.723 -2.259 1.056 -0.41 -0.34 -0.46
C 2.130 -1.883 1.654 0.51 -0.30 0.19
N 1.202 -2.393 2.398 -0.17 0.21 -0.55
C -0.075 -2.153 1.973 -0.13 -0.28 0.51
C -1.161 -2.676 2.709 -0.24 0.02 -0.15
C -2.454 -2.482 2.290 0.26 0.08 0.02
C -2.735 -1.761 1.101 0.61 0.31 -0.08
C -4.127 -1.537 0.552 -0.11 -0.31 0.77
C -5.262 -2.020 1.461 0.12 -0.06 -0.92
C -5.324 -3.516 1.700 -0.01 -0.06 0.28
N -4.583 -4.387 0.902 0.42 0.72 0.46
O -6.003 -3.949 2.597 -0.28 -0.18 0.45
C -1.669 -1.230 0.406 -0.34 -0.12 -0.10
C -0.334 -1.408 0.812 -0.42 0.28 -0.34
N 0.670 -0.849 0.063 0.16 -0.43 0.56
C 1.851 -1.101 0.500 -0.14 0.33 -0.41
F 2.872 -0.587 -0.164 0.06 0.06 -0.01
H 4.659 -4.355 2.796 0.22 0.22 0.07
H 3.283 -3.812 3.858 0.20 0.11 0.15
H 2.973 -4.382 2.240 0.13 -0.15 -0.10
H -0.952 -3.246 3.602 0.07 0.01 0.09
H -3.254 -2.892 2.890 -0.05 0.03 0.04
H -4.217 -2.035 -0.412 0.10 0.00 -0.12
H -4.275 -0.480 0.352 0.14 0.14 0.00
H -5.282 -1.516 2.423 0.10 -0.09 0.16
H -6.202 -1.768 0.976 -0.17 0.07 0.03
H -4.131 -5.043 1.528 -0.32 -0.52 -0.28
H -3.865 -3.906 0.381 -0.02 -0.13 -0.17
H -1.858 -0.673 -0.502 0.11 0.10 -0.06
C 2.009 4.659 0.083 -0.03 -0.31 0.04
C 0.711 5.416 0.249 0.51 0.34 -0.10
O -0.424 4.525 0.171 -0.24 -0.03 0.01
C -0.740 3.891 1.285 0.35 0.29 -0.03
O -0.193 3.978 2.344 -0.16 -0.16 0.12
C -1.981 3.019 1.048 -0.76 -0.57 -0.31
F -1.921 2.352 -0.111 0.24 0.06 -0.05
F -3.096 3.764 1.010 0.15 0.26 0.09
F -2.151 2.111 2.012 0.32 0.15 0.08
H 2.003 4.086 -0.845 0.00 0.09 -0.05
H 2.850 5.353 0.065 -0.28 -0.22 -0.04
H 2.160 3.953 0.901 0.00 0.08 0.06
H 0.580 6.128 -0.563 -0.19 -0.12 -0.07
H 0.686 5.973 1.184 -0.11 -0.16 0.09
C -2.661 -8.661 -4.305 0.24 0.23 -0.04
C -3.695 -7.992 -3.426 -0.15 -0.59 -0.23
O -3.125 -6.850 -2.756 -0.03 0.13 0.20
C -3.087 -5.717 -3.433 -0.21 -0.43 -0.09
O -3.479 -5.527 -4.545 0.06 0.22 0.00
C -2.480 -4.623 -2.540 0.42 0.39 0.17
F -1.404 -5.064 -1.876 -0.06 -0.07 -0.02
F -3.379 -4.216 -1.627 -0.02 -0.06 -0.24
F -2.109 -3.562 -3.250 -0.13 -0.06 -0.09
H -1.777 -8.913 -3.718 -0.05 -0.11 0.03
H -3.063 -9.572 -4.745 -0.04 0.00 0.04
H -2.342 -7.999 -5.110 -0.09 -0.01 -0.04
H -4.017 -8.668 -2.638 0.10 0.16 0.17
H -4.581 -7.702 -3.990 0.09 0.24 -0.02
C 1.074 -7.035 1.361 -0.15 0.00 -0.27
C 0.551 -8.263 2.074 0.40 0.28 0.30
O -0.649 -8.754 1.447 -0.16 -0.12 -0.01
C -0.477 -9.535 0.390 0.30 0.18 0.27
O 0.564 -9.868 -0.090 -0.09 -0.10 -0.16
C -1.846 -10.002 -0.130 -0.61 -0.20 -0.25
F -2.731 -8.999 -0.163 0.08 0.12 0.02
F -2.352 -10.960 0.657 0.18 0.03 0.12
F -1.756 -10.500 -1.362 0.22 0.06 0.01
H 0.300 -6.268 1.303 0.02 0.02 0.10
H 1.934 -6.628 1.892 0.00 -0.04 0.03
H 1.377 -7.272 0.341 0.08 -0.04 0.04
H 0.269 -8.018 3.096 -0.21 -0.05 -0.05
H 1.301 -9.051 2.119 -0.07 -0.09 -0.17
C -6.349 -0.470 -5.864 0.07 0.21 0.23
C -7.072 -1.578 -5.131 0.03 -0.09 -0.58
O -6.835 -1.500 -3.710 -0.03 -0.07 0.20
C -7.603 -0.656 -3.036 0.02 -0.13 -0.44
O -8.464 0.041 -3.481 -0.05 0.10 0.18
C -7.252 -0.731 -1.542 0.08 0.11 0.37
F -5.921 -0.753 -1.352 -0.31 0.06 -0.26
F -7.763 -1.845 -1.000 0.03 -0.07 -0.11
F -7.740 0.307 -0.873 -0.03 0.04 -0.13
H -5.285 -0.485 -5.625 0.01 -0.09 -0.07
H -6.470 -0.587 -6.940 -0.01 -0.04 0.00
H -6.736 0.508 -5.576 -0.08 -0.02 -0.05
H -6.690 -2.549 -5.438 0.08 -0.03 0.21
H -8.141 -1.565 -5.334 -0.04 0.11 0.18
C 9.357 6.532 -0.289 -0.41 0.00 0.06
C 8.671 5.738 0.801 0.59 -0.22 -0.14
O 7.445 6.378 1.214 -0.16 0.01 0.13
C 6.381 6.133 0.469 0.43 -0.18 -0.03
O 6.330 5.443 -0.505 -0.23 0.05 -0.04
C 5.158 6.846 1.066 -0.34 0.33 0.19
F 5.439 8.097 1.440 0.07 -0.03 -0.08
F 4.711 6.191 2.146 0.07 -0.11 -0.05
F 4.159 6.899 0.179 0.30 0.18 -0.02
H 9.517 7.556 0.037 0.06 -0.01 0.13
H 10.318 6.086 -0.538 0.01 -0.02 0.03
H 8.747 6.565 -1.191 0.04 -0.09 -0.03
H 9.295 5.695 1.691 -0.17 0.13 0.12
H 8.473 4.713 0.491 -0.22 0.05 -0.05
C -2.446 2.019 5.948 -0.14 -0.10 0.27
C -3.436 1.715 4.845 0.46 0.32 -0.06
O -4.332 0.652 5.231 -0.15 -0.13 -0.08
C -5.377 1.002 5.966 0.31 0.24 -0.19
O -5.649 2.104 6.340 -0.16 -0.06 0.11
C -6.247 -0.235 6.244 -0.20 -0.29 0.16
F -5.501 -1.292 6.583 0.03 0.05 -0.01
F -6.949 -0.558 5.149 0.05 0.06 -0.05
F -7.105 -0.001 7.233 0.03 0.09 -0.03
H -1.910 1.115 6.238 0.06 0.01 -0.09
H -1.725 2.764 5.612 -0.01 -0.01 -0.05
H -2.951 2.399 6.835 -0.02 0.08 -0.05
H -2.915 1.356 3.965 -0.12 -0.24 0.02
H -4.000 2.601 4.557 -0.17 -0.07 0.12
C 7.580 10.421 -5.278 -0.03 -0.16 0.26
C 9.022 10.879 -5.259 -0.29 0.14 -0.48
O 9.582 10.772 -3.935 0.16 0.03 0.13
C 10.035 9.576 -3.592 -0.16 0.16 -0.39
O 10.024 8.587 -4.263 0.08 -0.13 0.16
C 10.637 9.637 -2.178 0.14 0.02 0.48
F 9.861 10.333 -1.339 -0.07 -0.03 -0.08
F 11.838 10.230 -2.204 -0.01 -0.01 -0.15
F 10.791 8.415 -1.674 0.14 0.17 -0.31
H 6.996 10.972 -4.541 0.00 0.08 -0.07
H 7.146 10.582 -6.264 0.03 0.02 -0.01
H 7.502 9.362 -5.034 0.04 -0.02 -0.09
H 9.090 11.932 -5.522 0.08 0.04 0.20
H 9.630 10.322 -5.970 0.06 -0.13 0.15
```
Positions in Å, forces in eV/Å.

Summary:
SMILES = CS(=O)(=O)c1nc2ccc(CCC(N)=O)cc2nc1F.CCOC(=O)C(F)(F)F.CCOC(=O)C(F)(F)F.CCOC(=O)C(F)(F)F.CCOC(=O)C(F)(F)F.CCOC(=O)C(F)(F)F.CCOC(=O)C(F)(F)F.CCOC(=O)C(F)(F)F
Orbital gap = 8.60 eV
Total energy = -152142.725 eV
E_LUMO = -1.1 eV